{"formula": "C4H7NO2", "method": "ωB97M-V/def2-TZVPD", "orbital_gap_ev": 10.09, "relative_energy_ev": 6.168, "species": ["C", "C", "C", "O", "C", "O", "N", "H", "H", "H", "H", "H", "H", "H"], "positions_angstrom": [[1.361, -1.321, 0.145], [0.339, -0.221, 0.025], [0.622, 1.075, -0.613], [-0.159, 0.089, -1.265], [-0.702, -0.221, 1.073], [-0.693, -0.657, 2.303], [-1.879, 0.129, 1.332], [2.129, -1.197, -0.623], [1.832, -1.298, 1.132], [0.886, -2.298, 0.010], [0.080, 1.965, -0.294], [1.618, 1.235, -1.025], [-2.480, 1.078, -1.051], [-2.952, 1.644, -1.149]], "mulliken_charge": [-1.31, 1.22, -0.63, -0.43, 0.47, -0.46, -0.43, 0.38, 0.33, 0.31, 0.30, 0.27, -0.28, 0.26]}

***

{"formula": "H22Ne2O11", "method": "ωB97M-V/def2-TZVPD", "orbital_gap_ev": 8.90, "relative_energy_ev": 0.247, "species": ["Ne", "Ne", "O", "H", "H", "O", "H", "H", "O", "H", "H", "O", "H", "H", "O", "H", "H", "O", "H", "H", "O", "H", "H", "O", "H", "H", "O", "H", "H", "O", "H", "H", "O", "H", "H"], "positions_angstrom": [[-0.431, -1.089, -2.564], [-0.080, -0.238, 0.003], [0.651, -3.424, -0.296], [-0.010, -3.562, 0.383], [0.352, -3.955, -1.034], [2.232, 2.576, 1.288], [2.238, 1.677, 1.615], [1.343, 2.705, 0.956], [2.660, -1.340, -0.057], [2.688, -0.757, -0.815], [1.848, -1.836, -0.165], [2.587, 0.395, -2.358], [1.841, 0.860, -2.737], [3.168, 0.228, -3.100], [0.341, 2.469, -3.226], [-0.358, 2.506, -2.573], [0.615, 3.380, -3.336], [-1.212, 2.940, 0.614], [-1.512, 2.610, -0.233], [-1.379, 2.222, 1.225], [-2.174, 2.271, -1.710], [-2.817, 2.966, -1.563], [-2.608, 1.668, -2.314], [2.189, -0.023, 2.105], [2.342, -0.665, 1.412], [2.223, -0.531, 2.915], [-0.568, 1.156, 2.923], [-0.782, 1.138, 3.856], [-0.684, 0.251, 2.634], [-1.477, -3.804, 1.314], [-1.918, -3.720, 0.469], [-1.457, -4.746, 1.482], [-3.312, -1.111, 0.758], [-2.695, -1.315, 1.460], [-3.846, -1.901, 0.670]], "mulliken_charge": [0.00, 0.03, -0.70, 0.40, 0.27, -0.66, 0.39, 0.32, -0.68, 0.39, 0.31, -0.62, 0.30, 0.29, -0.64, 0.35, 0.32, -0.67, 0.46, 0.31, -0.69, 0.30, 0.27, -0.66, 0.42, 0.28, -0.59, 0.27, 0.28, -0.71, 0.35, 0.32, -0.59, 0.30, 0.28]}

***

{"formula": "C5H15N3", "method": "ωB97M-V/def2-TZVPD", "orbital_gap_ev": 9.18, "relative_energy_ev": 2.248, "species": ["C", "C", "C", "C", "C", "N", "N", "N", "H", "H", "H", "H", "H", "H", "H", "H", "H", "H", "H", "H", "H", "H", "H"], "positions_angstrom": [[-0.082, -1.138, -0.828], [-0.614, -0.052, 0.069], [0.740, 1.141, 0.162], [-1.775, 0.764, -0.500], [1.468, 1.336, 1.483], [0.195, -0.855, -2.163], [0.860, -1.995, -0.270], [-0.815, -0.539, 1.438], [-1.324, -1.658, -0.668], [1.173, -0.893, -2.415], [-0.382, -1.419, -2.776], [1.812, -1.950, -0.604], [0.717, -2.068, 0.737], [-0.947, 0.263, 2.050], [-1.658, -1.110, 1.475], [0.329, 2.110, -0.145], [1.498, 0.946, -0.602], [-2.652, 0.137, -0.694], [-1.483, 1.262, -1.430], [-2.074, 1.540, 0.209], [0.790, 1.579, 2.306], [2.189, 2.161, 1.420], [2.034, 0.436, 1.747]], "mulliken_charge": [-0.34, 1.10, -0.57, -1.97, -1.14, -0.45, -0.48, -0.67, 0.29, 0.25, 0.21, 0.19, 0.30, 0.25, 0.26, 0.30, 0.27, 0.45, 0.37, 0.41, 0.32, 0.41, 0.24]}

***

{"formula": "C11H30Cl2O2P3Ru", "method": "ωB97M-V/def2-TZVPD", "orbital_gap_ev": [7.95, 6.91], "charge": 2, "multiplicity": 6, "relative_energy_ev": 0.000, "species": ["C", "C", "H", "H", "H", "O", "Cl", "Ru", "P", "C", "C", "H", "H", "H", "H", "H", "H", "C", "H", "H", "H", "P", "C", "C", "H", "H", "H", "C", "H", "H", "H", "H", "H", "H", "Cl", "C", "P", "C", "C", "O", "H", "H", "H", "H", "H", "H", "H", "H", "H"], "positions_angstrom": [[1.613, -0.201, -6.227], [1.326, -0.092, -4.772], [2.693, -0.143, -6.366], [1.120, 0.612, -6.772], [1.239, -1.155, -6.609], [2.145, -0.051, -3.876], [-0.438, -0.046, -4.439], [-1.194, -0.094, -0.597], [0.130, 1.596, -0.620], [1.451, 2.096, 0.511], [0.528, 2.286, -2.233], [0.603, 3.381, -2.193], [-1.690, 3.160, -0.807], [-0.272, 1.979, -2.920], [-2.227, 1.649, 0.035], [2.386, 1.619, 0.179], [1.467, 1.829, -2.577], [-1.408, 2.409, -0.057], [1.575, 3.188, 0.491], [-1.221, 2.867, 0.924], [1.214, 1.769, 1.536], [0.297, -1.649, -0.393], [1.665, -1.893, 0.762], [-1.110, -2.677, 0.154], [0.145, -1.934, -2.740], [0.728, -3.446, -1.937], [1.834, -2.036, -2.188], [0.809, -2.351, -1.968], [-2.046, -2.079, 0.087], [-1.174, -3.538, -0.523], [1.896, -2.963, 0.874], [1.419, -1.474, 1.748], [-0.943, -3.006, 1.186], [2.553, -1.385, 0.363], [-2.816, -0.229, -2.149], [-0.186, 1.600, 3.823], [-1.048, 0.100, 3.324], [-0.174, -1.301, 4.026], [-2.672, 0.156, 4.085], [-1.165, -0.011, 1.814], [0.895, 1.473, 3.686], [-0.391, 1.784, 4.887], [-0.533, 2.456, 3.227], [-0.393, -1.351, 5.099], [-0.501, -2.225, 3.536], [0.905, -1.177, 3.884], [-3.232, 1.026, 3.709], [-3.229, -0.760, 3.833], [-2.577, 0.233, 5.182]], "mulliken_charge": [-1.14, 0.85, 0.35, 0.35, 0.32, -0.50, -0.18, 0.11, 1.52, -1.17, -1.32, 0.48, 0.50, 0.37, 0.41, 0.38, 0.27, -1.28, 0.44, 0.29, 0.15, 1.45, -1.21, -1.27, 0.21, 0.48, 0.40, -1.23, 0.38, 0.49, 0.43, 0.17, 0.27, 0.39, -0.35, -1.12, 0.62, -1.09, -1.17, -0.27, 0.37, 0.42, 0.28, 0.41, 0.28, 0.37, 0.34, 0.34, 0.44]}

***

{"formula": "C43H66ClN2O12P2S2", "method": "ωB97M-V/def2-TZVPD", "orbital_gap_ev": 7.85, "charge": 1, "species": ["C", "C", "C", "C", "C", "C", "C", "C", "C", "C", "C", "C", "C", "N", "C", "C", "N", "C", "C", "C", "C", "C", "C", "P", "S", "C", "P", "S", "C", "Cl", "C", "C", "H", "H", "H", "H", "H", "H", "H", "H", "H", "H", "H", "H", "H", "H", "H", "H", "H", "H", "H", "H", "H", "H", "H", "H", "H", "H", "H", "H", "H", "H", "H", "H", "H", "H", "H", "H", "H", "H", "H", "H", "H", "H", "H", "H", "H", "H", "H", "H", "H", "H", "H", "H", "H", "H", "C", "C", "C", "O", "C", "C", "C", "O", "O", "O", "H", "H", "H", "H", "C", "C", "C", "O", "C", "C", "C", "O", "O", "O", "H", "H", "H", "H", "C", "C", "C", "O", "C", "C", "C", "O", "O", "O", "H", "H", "H", "H"], "positions_angstrom": [[3.847, 2.729, 1.938], [3.638, 1.892, 0.665], [3.005, 0.515, 0.911], [1.476, 0.467, 0.758], [0.767, -0.191, 1.939], [-0.758, -0.203, 1.797], [-1.416, -1.481, 2.310], [-2.938, -1.471, 2.169], [-3.655, -0.870, 3.376], [-5.175, -0.996, 3.315], [-5.747, -0.470, 1.996], [-7.204, 0.030, 2.084], [-7.266, 1.530, 2.395], [-6.257, 1.984, 3.277], [-6.586, 3.030, 4.255], [-6.419, 4.483, 3.783], [-7.275, 2.329, 1.051], [-6.741, 1.656, -0.196], [-6.749, 2.744, -1.283], [-5.674, 2.666, -2.419], [-6.276, 3.129, -3.749], [-4.910, 1.347, -2.601], [-7.417, 0.246, -0.419], [-8.310, -0.047, -2.043], [-9.871, -1.172, -2.139], [-8.126, -0.321, 0.862], [-8.118, -2.220, 0.818], [-8.107, -3.119, 2.529], [-9.573, 0.224, 1.185], [-10.854, -1.031, 1.321], [-10.135, 1.360, 0.306], [-10.858, 2.430, 1.126], [4.834, 3.195, 1.964], [3.116, 3.535, 2.031], [3.761, 2.110, 2.835], [2.996, 2.450, -0.026], [4.591, 1.769, 0.146], [3.258, 0.194, 1.927], [3.463, -0.218, 0.243], [1.084, 1.487, 0.640], [1.203, -0.076, -0.154], [1.058, 0.331, 2.856], [1.134, -1.219, 2.053], [-1.181, 0.655, 2.335], [-1.026, -0.068, 0.741], [-0.990, -2.336, 1.776], [-1.155, -1.612, 3.366], [-3.312, -2.489, 2.012], [-3.189, -0.899, 1.265], [-3.295, -1.379, 4.275], [-3.383, 0.189, 3.492], [-5.471, -2.039, 3.443], [-5.624, -0.435, 4.138], [-5.661, -1.252, 1.237], [-5.096, 0.341, 1.644], [-7.666, -0.445, 2.955], [-8.221, 1.791, 2.847], [-5.346, 2.126, 2.855], [-5.963, 2.847, 5.130], [-7.613, 2.843, 4.577], [-5.507, 4.932, 4.175], [-7.252, 5.112, 4.100], [-6.356, 4.559, 2.691], [-8.209, 2.705, 0.862], [-6.680, 3.141, 1.224], [-5.695, 1.481, 0.047], [-7.752, 2.882, -1.692], [-6.541, 3.682, -0.756], [-4.926, 3.414, -2.142], [-5.629, 2.848, -4.582], [-6.396, 4.213, -3.782], [-7.259, 2.684, -3.928], [-5.385, 0.697, -3.334], [-3.915, 1.564, -2.988], [-4.762, 0.776, -1.680], [-6.558, -0.416, -0.550], [-8.490, 1.247, -2.542], [-7.224, -0.479, -2.811], [-6.971, -2.408, 0.019], [-9.120, -2.552, -0.087], [-9.536, 0.571, 2.214], [-9.345, 1.813, -0.306], [-10.813, 0.920, -0.422], [-11.668, 2.888, 0.559], [-10.202, 3.248, 1.452], [-11.301, 1.996, 2.025], [6.272, -0.785, 2.550], [7.254, -1.254, 1.757], [7.369, -2.732, 1.403], [8.290, -3.049, 0.676], [6.395, -3.658, 1.943], [5.421, -3.180, 2.730], [5.302, -1.707, 3.073], [4.354, -1.401, 3.783], [4.470, -3.919, 3.281], [8.181, -0.482, 1.234], [6.184, 0.262, 2.806], [6.486, -4.705, 1.693], [3.918, -3.291, 3.794], [8.791, -1.007, 0.668], [13.517, -1.601, -1.997], [12.494, -1.767, -1.145], [11.235, -0.919, -1.218], [10.380, -1.177, -0.383], [11.116, 0.092, -2.233], [12.138, 0.254, -3.090], [13.400, -0.595, -3.020], [14.240, -0.368, -3.874], [12.155, 1.137, -4.067], [12.466, -2.670, -0.182], [14.413, -2.204, -1.970], [10.215, 0.688, -2.275], [13.004, 1.006, -4.541], [11.595, -2.582, 0.258], [10.549, -4.253, -5.130], [9.376, -3.969, -5.715], [9.173, -2.733, -6.577], [8.060, -2.593, -7.053], [10.279, -1.827, -6.771], [11.452, -2.112, -6.185], [11.658, -3.347, -5.326], [12.766, -3.497, -4.842], [12.526, -1.349, -6.298], [8.289, -4.713, -5.611], [10.701, -5.128, -4.515], [10.131, -0.948, -7.382], [13.248, -1.770, -5.787], [7.604, -4.259, -6.147]], "mulliken_charge": [-1.18, -0.75, -0.06, -0.82, -0.64, -0.41, -0.93, 0.00, -0.87, -1.21, -1.60, -0.59, -2.25, -0.02, -0.52, -1.02, 0.14, -0.35, -2.25, 0.78, -1.57, -1.36, -0.57, 0.15, -0.29, 1.00, 0.25, -0.29, 0.42, -0.09, -0.40, -1.37, 0.32, 0.34, 0.30, 0.47, 0.37, -0.13, 0.48, 0.32, 0.27, 0.39, 0.29, 0.24, 0.27, 0.43, 0.26, 0.36, -0.13, 0.59, 0.23, 0.40, 0.42, 1.07, 0.12, 1.02, 0.66, 0.39, 0.51, 0.36, 0.32, 0.32, 0.27, 0.38, 0.44, 0.57, 0.46, 0.51, 0.40, 0.42, 0.38, 0.32, 0.35, 0.47, 0.16, 1.21, -0.04, 0.08, 0.11, 0.15, 0.20, -0.08, 0.59, 0.41, 0.33, 0.32, -0.97, 0.55, 0.93, -0.55, -1.10, 0.26, 1.27, -0.71, -0.60, -0.55, 0.49, 0.44, 0.38, 0.36, -0.92, 0.25, 0.95, -0.66, -0.98, 0.36, 1.01, -0.69, -0.60, -0.61, 0.46, 0.49, 0.39, 0.33, -1.14, 0.40, 1.08, -0.64, -0.93, 0.36, 1.06, -0.64, -0.62, -0.59, 0.45, 0.44, 0.37, 0.38]}

***

{"formula": "H16O8", "method": "ωB97M-V/def2-TZVPD", "orbital_gap_ev": 9.80, "relative_energy_ev": 13.089, "species": ["O", "H", "H", "O", "H", "H", "O", "H", "H", "O", "H", "H", "O", "H", "H", "O", "H", "H", "O", "H", "H", "O", "H", "H"], "positions_angstrom": [[0.186, 0.162, -0.078], [-0.317, -0.601, -0.362], [-0.439, 0.886, -0.104], [2.038, 0.792, -0.537], [1.159, 0.574, -0.226], [2.536, 0.975, 0.260], [0.495, -2.301, 0.096], [0.208, -2.114, -0.798], [-0.290, -2.628, 0.537], [-0.688, -1.277, -1.826], [0.264, -1.350, -1.752], [-0.854, -0.334, -1.855], [1.158, -0.973, -1.704], [1.720, -0.874, -0.935], [1.756, -1.222, -2.408], [-1.329, 2.352, 2.031], [-1.260, 1.659, 1.375], [-1.511, 3.144, 1.525], [-1.638, 1.258, 0.244], [-1.971, 0.389, 0.468], [-2.324, 1.644, -0.302], [0.468, -0.428, 2.163], [0.571, 0.115, 1.381], [0.062, 0.153, 2.806]], "mulliken_charge": [-0.95, 0.41, 0.21, -0.80, 1.04, 0.28, -0.65, 0.54, 0.26, -0.97, 0.33, 0.34, -0.49, 0.28, 0.26, -0.74, 0.46, 0.26, -0.62, 0.36, 0.31, -0.64, 0.21, 0.30]}